Entry 1:
{"formula": "C9H18F4InN4O12S4", "method": "ωB97M-V/def2-TZVPD", "species": ["In", "C", "C", "C", "C", "C", "C", "N", "O", "C", "C", "C", "H", "H", "H", "H", "H", "H", "H", "H", "H", "H", "H", "H", "H", "H", "H", "H", "H", "H", "N", "S", "O", "O", "F", "S", "O", "O", "F", "N", "S", "O", "O", "F", "S", "O", "O", "F", "N", "O", "O", "O"], "positions_angstrom": [[0.22, 1.87, -0.29], [-2.98, -1.68, 1.83], [-1.50, -1.32, 1.84], [-0.75, -2.02, 3.00], [-0.45, -3.44, 2.70], [0.40, -3.57, 1.48], [-0.25, -2.97, 0.24], [-0.84, -1.58, 0.53], [-1.35, -0.83, -0.58], [-1.31, -3.89, -0.30], [0.87, -2.86, -0.82], [-1.36, 0.17, 2.13], [-3.64, -1.03, 1.26], [-3.39, -1.74, 2.84], [-3.21, -2.64, 1.38], [-1.42, -1.87, 3.84], [0.10, -1.38, 3.25], [-1.37, -4.02, 2.67], [0.10, -3.91, 3.51], [0.53, -4.64, 1.33], [1.42, -3.24, 1.69], [-0.76, -4.80, -0.53], [-1.81, -3.60, -1.23], [-1.99, -4.19, 0.49], [1.39, -3.81, -0.87], [1.64, -2.19, -0.43], [0.72, -2.36, -1.78], [-1.89, 0.79, 1.42], [-0.33, 0.52, 2.27], [-1.80, 0.40, 3.10], [0.91, 1.64, -3.08], [0.96, 2.63, -4.22], [0.02, 2.42, -5.31], [2.19, 3.39, -4.34], [0.20, 3.70, -3.27], [1.77, 0.50, -4.03], [3.20, 0.66, -4.24], [0.94, -0.25, -5.00], [1.81, -0.59, -2.89], [2.31, 3.75, 0.44], [3.12, 4.07, 1.65], [3.10, 5.41, 2.28], [4.40, 3.36, 1.63], [2.27, 3.16, 2.68], [3.01, 5.03, -0.50], [4.40, 4.94, -0.91], [2.37, 6.34, -0.39], [2.40, 4.42, -1.87], [-3.61, 2.79, -1.14], [-3.49, 3.24, -2.28], [-4.63, 3.00, -0.46], [-2.64, 2.22, -0.74]], "multiplicity": 2, "total_charge": -2, "total_energy_ev": -99532.599, "s_squared": 0.756, "lumo_energy_ev": [3.59, 3.32], "homo_ev": [-3.017, -3.017], "largest_force_ha_per_bohr": 0.1854}

Entry 2:
{"formula": "C35H43N3O3P2S6Tc", "method": "ωB97M-V/def2-TZVPD", "species": ["Tc", "C", "C", "S", "C", "C", "S", "C", "C", "S", "H", "H", "H", "H", "H", "H", "H", "H", "H", "H", "H", "H", "C", "N", "P", "C", "C", "C", "C", "C", "C", "C", "C", "C", "C", "C", "C", "P", "C", "C", "C", "C", "C", "C", "C", "C", "C", "C", "C", "C", "H", "H", "H", "H", "H", "H", "H", "H", "H", "H", "H", "H", "H", "H", "H", "H", "H", "H", "H", "H", "H", "H", "H", "C", "N", "C", "C", "N", "C", "S", "H", "H", "H", "H", "H", "H", "H", "H", "O", "S", "O", "O", "S"], "positions_angstrom": [[0.79, 0.35, 0.61], [4.18, 2.20, 1.19], [4.33, 0.79, 0.67], [2.98, 0.06, -0.35], [2.99, 1.06, -1.91], [2.02, 2.22, -2.02], [0.76, 2.43, -0.69], [1.43, 3.74, 0.43], [2.73, 4.44, 0.08], [4.26, 3.45, -0.14], [5.02, 2.39, 1.87], [3.26, 2.34, 1.74], [4.38, 0.09, 1.51], [5.23, 0.69, 0.06], [2.77, 0.30, -2.66], [4.02, 1.39, -2.03], [1.42, 2.11, -2.92], [2.56, 3.16, -2.10], [1.48, 3.29, 1.43], [0.64, 4.50, 0.45], [2.93, 5.16, 0.87], [2.65, 4.98, -0.86], [-1.02, -3.73, 2.56], [-0.85, -2.42, 1.93], [-1.92, -2.06, 0.55], [-3.23, -3.32, 0.68], [-4.28, -3.29, 1.59], [-5.24, -4.29, 1.58], [-5.17, -5.31, 0.63], [-4.13, -5.33, -0.28], [-3.17, -4.34, -0.26], [-2.78, -0.55, 1.26], [-3.82, -0.15, 0.28], [-4.76, 0.72, 0.61], [-4.68, 1.38, 1.95], [-4.22, 0.38, 2.99], [-3.31, -0.53, 2.66], [0.68, -1.96, 1.24], [0.89, -3.14, -0.11], [0.60, -2.73, -1.41], [0.62, -3.65, -2.45], [0.93, -4.98, -2.19], [1.21, -5.39, -0.89], [1.20, -4.48, 0.15], [2.03, -2.42, 2.38], [3.28, -2.55, 1.78], [4.41, -2.78, 2.55], [4.30, -2.88, 3.93], [3.06, -2.76, 4.53], [1.93, -2.53, 3.77], [-1.02, -4.57, 1.86], [-1.97, -3.74, 3.09], [-0.22, -3.90, 3.28], [-4.37, -2.50, 2.33], [-6.04, -4.29, 2.30], [-5.93, -6.06, 0.60], [-4.07, -6.13, -1.01], [-2.35, -4.35, -0.98], [-3.79, -0.64, -0.69], [-5.55, 1.00, -0.06], [-5.61, 1.87, 2.24], [-4.61, 0.47, 3.99], [-2.87, -1.22, 3.36], [0.34, -1.69, -1.59], [0.39, -3.33, -3.45], [0.95, -5.69, -3.00], [1.44, -6.42, -0.70], [1.43, -4.79, 1.16], [3.35, -2.48, 0.71], [5.37, -2.89, 2.08], [5.18, -3.06, 4.54], [2.98, -2.85, 5.60], [0.97, -2.44, 4.26], [1.31, 2.54, 6.09], [0.67, 1.32, 5.68], [0.02, 0.44, 6.64], [-0.65, -0.62, 5.74], [-0.17, -0.26, 4.42], [0.59, 0.83, 4.45], [1.42, 1.46, 3.13], [0.57, 3.22, 6.52], [1.76, 3.01, 5.22], [2.08, 2.34, 6.83], [-0.70, 1.00, 7.24], [0.77, 0.00, 7.31], [-1.75, -0.58, 5.78], [-0.34, -1.64, 6.00], [-0.40, -0.76, 3.57], [-1.65, 3.55, 1.27], [-2.52, 2.49, 0.89], [-2.92, 2.37, -0.47], [-3.69, 2.45, 1.93], [-1.40, 0.77, 1.41]], "multiplicity": 2, "relative_energy_kcal_mol": 31.9, "total_charge": 2, "total_energy_ev": -133379.155, "s_squared": 0.770, "lumo_energy_ev": [-6.79, -6.46], "homo_ev": [-13.465, -13.448], "largest_force_ha_per_bohr": 0.0407}

Entry 3:
{"formula": "C19H56N10O7", "method": "ωB97M-V/def2-TZVPD", "species": ["C", "C", "C", "O", "C", "N", "H", "H", "H", "H", "H", "H", "H", "H", "H", "H", "H", "C", "C", "C", "O", "C", "N", "H", "H", "H", "H", "H", "H", "H", "H", "H", "H", "H", "C", "C", "C", "O", "C", "N", "H", "H", "H", "H", "H", "H", "H", "H", "H", "H", "H", "C", "C", "C", "O", "C", "N", "H", "H", "H", "H", "H", "H", "H", "H", "H", "H", "H", "C", "O", "N", "N", "H", "H", "H", "H", "C", "O", "N", "N", "H", "H", "H", "H", "C", "O", "N", "N", "H", "H", "H", "H"], "positions_angstrom": [[-1.84, 4.21, 0.52], [-2.68, 4.03, -0.76], [-3.85, 3.05, -0.71], [-3.41, 1.84, -0.04], [-3.48, 0.69, -0.96], [-3.18, 5.28, -1.29], [-2.50, 4.51, 1.36], [-1.06, 5.00, 0.42], [-1.34, 3.26, 0.71], [-2.01, 3.52, -1.43], [-4.16, 2.75, -1.71], [-4.69, 3.50, -0.15], [-3.27, -0.15, -0.32], [-2.80, 0.74, -1.82], [-4.52, 0.55, -1.26], [-3.92, 5.04, -1.93], [-2.45, 5.77, -1.81], [0.77, -0.28, -6.47], [-0.49, -0.46, -5.67], [-0.53, -1.75, -4.88], [-0.43, -2.93, -5.74], [-1.00, -4.09, -5.15], [-0.64, 0.62, -4.70], [1.60, -0.37, -5.74], [0.72, 0.65, -7.00], [0.85, -1.08, -7.19], [-1.39, -0.48, -6.28], [-1.46, -1.84, -4.28], [0.37, -1.78, -4.17], [-0.47, -4.97, -5.49], [-2.12, -4.14, -5.36], [-0.86, -4.11, -4.09], [-0.81, 1.49, -5.18], [0.15, 0.66, -4.04], [0.29, -1.24, 2.53], [0.66, -0.96, 1.09], [0.13, -2.07, 0.14], [-1.30, -2.25, 0.30], [-1.87, -3.02, -0.70], [0.23, 0.32, 0.51], [-0.80, -1.33, 2.53], [0.67, -0.45, 3.17], [0.65, -2.21, 2.83], [1.75, -1.08, 0.95], [0.65, -3.01, 0.35], [0.25, -1.83, -0.93], [-2.97, -3.20, -0.43], [-1.45, -4.03, -0.74], [-1.89, -2.54, -1.71], [0.51, 1.10, 1.08], [-0.79, 0.39, 0.53], [-0.66, 2.56, 4.95], [0.64, 3.36, 4.87], [0.97, 3.45, 3.40], [1.41, 2.18, 2.79], [2.77, 1.97, 3.06], [0.38, 4.76, 5.22], [-1.52, 2.96, 4.34], [-1.06, 2.39, 5.97], [-0.48, 1.59, 4.47], [1.45, 2.92, 5.48], [1.76, 4.20, 3.27], [0.09, 3.85, 2.87], [3.46, 2.87, 2.92], [3.13, 1.07, 2.57], [3.02, 1.81, 4.12], [0.08, 4.78, 6.18], [1.25, 5.24, 5.17], [3.71, -3.74, 2.20], [3.06, -4.76, 2.10], [4.44, -3.40, 3.34], [3.96, -2.96, 1.07], [4.28, -4.13, 4.00], [4.58, -2.47, 3.75], [3.74, -3.39, 0.23], [4.72, -2.32, 1.08], [0.10, -6.25, 1.03], [-0.98, -6.59, 0.61], [0.25, -4.97, 1.49], [1.14, -7.05, 1.22], [0.93, -4.73, 2.22], [-0.56, -4.43, 1.27], [1.17, -7.90, 0.63], [2.02, -6.66, 1.37], [1.05, 3.28, -1.22], [0.85, 4.41, -1.59], [0.45, 2.15, -1.78], [2.10, 3.01, -0.36], [-0.35, 2.23, -2.36], [0.35, 1.34, -1.14], [2.62, 3.81, -0.01], [1.94, 2.27, 0.32]], "relative_energy_kcal_mol": 45.0, "smiles": "COC[C@H](C)N.COC[C@H](C)N.COC[C@H](C)N.COC[C@H](C)N.NC(N)=O.NC(N)=O.NC(N)=O", "total_energy_ev": -49844.619, "lumo_energy_ev": -0.04, "homo_ev": -8.994, "largest_force_ha_per_bohr": 0.0744}

Entry 4:
{"formula": "C6H11N4O", "method": "ωB97M-V/def2-TZVPD", "species": ["C", "C", "C", "C", "C", "C", "N", "N", "N", "N", "O", "H", "H", "H", "H", "H", "H", "H", "H", "H", "H", "H"], "positions_angstrom": [[2.37, 1.03, -0.17], [3.38, 0.11, 0.25], [-3.75, 0.18, 0.00], [-2.41, -0.19, 0.49], [-1.05, 0.26, -1.06], [-1.81, -1.42, 0.75], [1.60, -1.06, -0.11], [1.31, 0.17, -0.36], [4.70, 0.35, 0.43], [0.10, 0.74, -0.59], [2.87, -1.13, 0.16], [2.39, 2.04, -0.33], [-3.72, 1.18, -0.32], [-4.45, 0.09, 0.77], [-1.84, 0.68, 0.92], [-1.79, 1.15, -1.27], [-1.08, -0.67, -1.67], [-4.07, -0.50, -0.91], [-2.18, -2.42, 0.48], [-0.76, -1.49, 1.19], [5.00, 1.28, 0.41], [5.21, -0.39, 0.94]], "relative_energy_kcal_mol": 132.0, "total_charge": 1, "total_energy_ev": -14395.293, "lumo_energy_ev": [-4.37, -4.37], "homo_ev": [-12.801, -12.801], "largest_force_ha_per_bohr": 0.1062}

Entry 5:
{"formula": "C5H10O2", "method": "ωB97M-V/def2-TZVPD", "species": ["C", "C", "O", "C", "C", "C", "O", "H", "H", "H", "H", "H", "H", "H", "H", "H", "H"], "positions_angstrom": [[-2.23, -0.57, 0.24], [-1.08, 0.32, -0.24], [-1.00, 1.52, 0.51], [0.26, -0.40, -0.21], [1.46, 0.27, -0.90], [2.17, 0.01, 0.44], [0.91, -0.29, 1.08], [-3.18, -0.02, 0.18], [-2.31, -1.47, -0.39], [-2.08, -0.88, 1.28], [-1.27, 0.62, -1.28], [-0.46, 1.29, 1.28], [0.15, -1.46, -0.48], [1.86, -0.22, -1.79], [1.28, 1.33, -1.09], [2.69, 0.85, 0.91], [2.82, -0.87, 0.43]], "relative_energy_kcal_mol": 46.1, "total_energy_ev": -9441.046, "lumo_energy_ev": 1.06, "homo_ev": -10.011, "largest_force_ha_per_bohr": 0.0064}

Entry 6:
{"formula": "C2H9N2O", "method": "ωB97M-V/def2-TZVPD", "species": ["C", "N", "H", "H", "H", "H", "N", "C", "O", "H", "H", "H", "H", "H"], "positions_angstrom": [[-0.11, -0.03, 1.02], [-0.47, 1.41, 0.86], [0.91, 0.15, 1.28], [-0.54, -0.50, 1.93], [0.08, 2.04, 1.35], [-0.51, 1.62, -0.18], [-0.73, -0.61, -0.10], [0.30, -0.94, -1.21], [1.07, 0.22, -1.51], [-0.90, -1.55, 0.20], [-1.54, 1.36, 1.26], [-0.37, -1.28, -2.00], [0.89, -1.87, -0.97], [1.92, -0.03, -1.92]], "relative_energy_kcal_mol": 65.6, "total_charge": 1, "smiles": "[NH3+]CNCO", "total_energy_ev": -7239.510, "lumo_energy_ev": -3.54, "homo_ev": -14.759, "largest_force_ha_per_bohr": 0.1220}

Entry 7:
{"formula": "CH6N2O", "method": "ωB97M-V/def2-TZVPD", "species": ["N", "O", "H", "H", "H", "C", "N", "H", "H", "H"], "positions_angstrom": [[-1.28, -1.25, -0.22], [-1.79, 0.11, -0.26], [-2.64, 0.00, -0.73], [-0.33, -1.15, -0.61], [-1.12, -1.40, 0.78], [1.20, 0.92, 0.49], [1.84, -0.11, 0.03], [2.29, 0.13, -0.86], [1.17, 1.87, -0.06], [0.66, 0.86, 1.44]], "relative_energy_kcal_mol": 71.3, "smiles": "C=N.NO", "total_energy_ev": -6159.405, "lumo_energy_ev": 1.06, "homo_ev": -10.027, "largest_force_ha_per_bohr": 0.0295}

Entry 8:
{"formula": "C24H20Br2N5O4RbSe", "method": "ωB97M-V/def2-TZVPD", "species": ["Rb", "Br", "C", "C", "C", "Br", "C", "C", "C", "C", "N", "C", "C", "O", "H", "H", "H", "H", "C", "N", "C", "C", "C", "O", "H", "H", "H", "H", "H", "H", "H", "H", "H", "C", "C", "N", "H", "H", "H", "Se", "C", "N", "O", "C", "N", "C", "O", "C", "C", "C", "C", "C", "C", "H", "H", "H", "H"], "positions_angstrom": [[-0.17, -0.04, 1.07], [-3.64, -2.18, -3.17], [-4.20, -0.79, -2.00], [-5.47, -0.26, -2.18], [-5.93, 0.75, -1.37], [-7.69, 1.44, -1.68], [-5.12, 1.28, -0.35], [-5.49, 2.34, 0.51], [-4.62, 2.79, 1.46], [-3.36, 2.18, 1.57], [-2.98, 1.19, 0.80], [-3.82, 0.73, -0.16], [-3.29, -0.36, -1.01], [-2.14, -0.81, -0.84], [-6.10, -0.65, -2.96], [-6.47, 2.79, 0.40], [-4.88, 3.60, 2.13], [-2.63, 2.52, 2.30], [1.72, 4.20, -1.96], [1.17, 4.05, -0.62], [2.00, 4.60, 0.43], [0.22, 3.14, -0.30], [-0.44, 2.39, -1.43], [-0.11, 2.93, 0.87], [1.91, 5.27, -2.13], [1.01, 3.86, -2.71], [2.65, 3.65, -2.04], [2.07, 5.69, 0.31], [3.00, 4.17, 0.37], [1.55, 4.37, 1.39], [-0.91, 3.06, -2.15], [-1.20, 1.73, -1.01], [0.30, 1.78, -1.95], [2.66, 0.82, 3.36], [1.35, 1.06, 3.96], [0.31, 1.26, 4.40], [2.99, -0.18, 3.62], [3.37, 1.56, 3.72], [2.58, 0.89, 2.28], [3.35, -3.92, 3.88], [2.12, -2.82, 3.14], [1.35, -2.08, 2.66], [2.30, 1.01, -0.08], [3.51, 1.13, -0.30], [4.13, 2.15, -0.94], [5.48, 1.90, -0.95], [6.35, 2.60, -1.44], [5.76, 0.59, -0.24], [6.92, -0.10, 0.03], [6.81, -1.30, 0.74], [5.57, -1.79, 1.14], [4.40, -1.08, 0.85], [4.53, 0.10, 0.16], [7.88, 0.29, -0.29], [7.70, -1.87, 0.98], [5.50, -2.71, 1.71], [3.43, -1.46, 1.17]], "relative_energy_kcal_mol": 0.0, "total_charge": -2, "total_energy_ev": -246945.715, "lumo_energy_ev": 3.61, "homo_ev": -2.657, "largest_force_ha_per_bohr": 0.0021}

Entry 9:
{"formula": "C7H13BClO4", "method": "ωB97M-V/def2-TZVPD", "species": ["C", "C", "O", "C", "B", "C", "C", "O", "Cl", "H", "H", "H", "H", "H", "H", "H", "H", "H", "H", "C", "C", "O", "O", "H", "H", "H"], "positions_angstrom": [[1.44, 0.54, 0.84], [0.92, 2.00, 0.49], [0.40, 2.61, 1.70], [-0.22, 2.06, -0.64], [-1.11, 0.71, -0.80], [-2.19, 0.16, 0.29], [-2.92, 1.42, 0.97], [-3.46, 2.26, 0.25], [-2.93, 1.49, 2.79], [0.69, -0.09, 1.44], [2.33, 0.68, 1.56], [1.85, -0.03, -0.05], [1.81, 2.61, 0.08], [0.37, 3.57, 1.52], [-0.93, 2.92, -0.41], [0.32, 2.31, -1.63], [-0.98, 0.10, -1.82], [-3.01, -0.43, -0.27], [-1.76, -0.55, 1.06], [1.47, -4.03, -1.35], [1.15, -2.70, -0.66], [0.93, -1.74, -1.44], [1.15, -2.74, 0.59], [1.46, -3.94, -2.43], [2.47, -4.38, -1.04], [0.74, -4.79, -1.06]], "total_charge": -1, "total_energy_ev": -28859.250, "lumo_energy_ev": 2.93, "homo_ev": -4.446, "largest_force_ha_per_bohr": 0.0802}

Entry 10:
{"formula": "C40H43FIrN4OP2S2Se", "method": "ωB97M-V/def2-TZVPD", "species": ["Ir", "C", "S", "C", "C", "C", "N", "P", "C", "C", "C", "C", "C", "C", "C", "C", "C", "C", "C", "C", "P", "C", "C", "C", "C", "C", "C", "C", "C", "C", "C", "C", "C", "H", "H", "H", "H", "H", "H", "H", "H", "H", "H", "H", "H", "H", "H", "H", "H", "H", "H", "H", "H", "H", "H", "H", "H", "H", "H", "H", "H", "H", "F", "C", "C", "C", "C", "C", "C", "H", "H", "H", "H", "Se", "C", "N", "C", "S", "C", "O", "H", "H", "H", "H", "H", "H", "N", "C", "C", "N", "C", "H", "H", "H", "H"], "positions_angstrom": [[-0.03, -0.21, -0.04], [6.18, -0.47, 6.04], [4.56, -1.25, 5.93], [4.09, -0.68, 4.27], [2.87, -1.46, 3.81], [2.45, -1.20, 2.36], [2.19, 0.24, 2.01], [0.49, 0.59, 2.18], [-0.09, -0.14, 3.73], [0.31, 0.35, 4.98], [-0.16, -0.24, 6.14], [-1.05, -1.30, 6.06], [-1.47, -1.78, 4.83], [-0.99, -1.20, 3.67], [0.44, 2.35, 2.62], [1.59, 3.04, 3.00], [1.49, 4.35, 3.44], [0.25, 4.98, 3.50], [-0.89, 4.28, 3.13], [-0.80, 2.97, 2.69], [2.39, 0.38, 0.22], [4.16, -0.01, 0.18], [4.70, -0.68, -0.92], [6.06, -0.93, -0.99], [6.89, -0.52, 0.04], [6.36, 0.16, 1.13], [5.00, 0.41, 1.21], [2.24, 2.10, -0.27], [1.11, 2.25, -1.23], [0.50, 3.64, -1.37], [1.25, 4.74, -0.70], [2.42, 4.52, -0.09], [2.93, 3.16, 0.15], [6.60, -0.74, 7.00], [6.11, 0.61, 5.97], [6.84, -0.85, 5.25], [4.94, -0.85, 3.60], [3.87, 0.39, 4.30], [2.05, -1.26, 4.48], [3.08, -2.53, 3.88], [1.57, -1.82, 2.15], [3.25, -1.56, 1.72], [1.00, 1.19, 5.04], [0.17, 0.13, 7.10], [-1.43, -1.75, 6.97], [-2.16, -2.61, 4.78], [-1.30, -1.56, 2.70], [2.55, 2.54, 2.98], [2.38, 4.89, 3.73], [0.18, 6.00, 3.82], [-1.86, 4.77, 3.16], [-1.70, 2.44, 2.40], [4.05, -1.00, -1.73], [6.47, -1.45, -1.85], [7.95, -0.72, -0.01], [7.01, 0.49, 1.93], [4.58, 0.92, 2.06], [1.33, 1.75, -2.18], [0.27, 3.91, -2.40], [0.82, 5.74, -0.74], [2.97, 5.35, 0.34], [3.80, 3.05, 0.78], [-0.35, -1.33, -6.15], [-0.27, -1.13, -4.82], [0.97, -0.91, -4.25], [1.04, -0.70, -2.88], [-0.09, -0.68, -2.06], [-1.30, -0.94, -2.69], [-1.42, -1.15, -4.06], [1.85, -0.91, -4.88], [2.03, -0.53, -2.46], [-2.20, -1.00, -2.09], [-2.37, -1.33, -4.53], [-2.33, 3.73, -0.34], [-0.72, 2.98, -0.70], [-0.13, 1.78, -0.62], [-4.44, -0.41, 1.26], [-3.13, 0.59, 0.59], [-3.84, 0.96, -1.00], [-2.05, -0.51, 0.34], [-5.26, 0.26, 1.52], [-4.05, -0.88, 2.16], [-4.75, -1.16, 0.54], [-4.65, 1.67, -0.84], [-4.19, 0.04, -1.46], [-3.06, 1.45, -1.59], [0.63, -4.30, -0.40], [-0.63, -4.39, 0.14], [-0.96, -3.13, 0.50], [0.09, -2.28, 0.20], [1.02, -3.02, -0.36], [1.17, -5.07, -0.78], [-1.16, -5.32, 0.22], [-1.86, -2.76, 0.95], [1.96, -2.67, -0.73]], "relative_energy_kcal_mol": 73.7, "total_charge": 1, "total_energy_ev": -161330.928, "lumo_energy_ev": -2.88, "homo_ev": -9.582, "largest_force_ha_per_bohr": 0.0409}